No. 1
The following is a DFT calculation (ωB97M-V with the def2-TZVPD basis set) of an isolated molecule of C17H14F3NO5S at a distorted geometry.

Results
* HOMO level: -9.00 eV
* energy above the lowest of the compared OMol25 structures with the same formula, charge and spin: 48.0 kcal per mole
* Kohn-Sham gap: 7.857 eV
* LUMO level: -0.042 hartree

The geometry in ORCA input format:
```
! RIJCOSX wB97M-V def2-TZVPD def2/J DEFGRID3
* xyz 0 1
C -0.668 -0.719 -0.282
C 3.598 1.032 -1.592
S -0.637 -0.562 1.537
F -6.660 -3.117 3.399
H 3.924 -0.009 -1.537
H 1.036 3.053 -0.749
N -0.858 -3.562 1.967
C -2.162 -1.526 1.948
O 1.564 0.458 -0.413
F -6.259 -4.442 1.704
H -5.463 -1.086 2.544
C 2.241 5.126 -1.986
H -3.236 -4.761 2.289
H -3.492 0.182 2.105
C -2.071 -2.913 2.038
C 4.391 1.998 -2.281
H -0.391 -1.733 -0.571
H 5.428 0.437 -3.425
O -0.013 -3.232 2.795
C -3.251 -3.689 2.257
O -0.103 0.697 -2.012
C 1.991 2.745 -1.110
F -5.478 -4.922 3.694
C -4.535 -1.661 2.405
C 2.388 1.403 -1.011
C 2.759 3.731 -1.739
H 6.484 1.469 -2.450
H 1.558 5.424 -1.185
O -1.091 0.814 1.730
O -0.715 -4.440 1.098
H 5.744 2.082 -3.921
H 3.057 5.872 -1.973
C -3.408 -0.905 2.167
C 3.975 3.329 -2.300
H -1.676 -0.474 -0.652
C -5.739 -3.918 2.813
C 0.307 0.235 -0.947
H 4.648 4.020 -2.819
C -4.502 -3.068 2.475
C 5.564 1.464 -3.046
H 1.752 5.164 -2.967
*
```

Mulliken atomic charge list, values in e, 8 entries:
1 C -0.6043
2 C -0.6740
3 S 0.3851
4 F -0.2664
5 H 0.4031
6 H 0.4443
7 N 0.9787
8 C 0.2059

---

No. 2
The following is a DFT calculation (ωB97M-V with the def2-TZVPD basis set) of a cluster of 2 separate species, CH4NO2SSi in total at a distorted geometry.

Results
* HOMO level: -2.25 eV
* energy above the lowest of the compared OMol25 structures with the same formula, charge and spin: 53.1 kcal per mole
* Kohn-Sham gap: 5.174 eV
* LUMO level: 0.107 hartree

The geometry in ORCA input format:
```
! RIJCOSX wB97M-V def2-TZVPD def2/J DEFGRID3
* xyz -1 1
C 2.409 -0.845 0.485
O 2.098 -0.809 1.607
H -0.987 0.966 1.579
H -2.552 0.863 -1.562
O 2.758 -0.961 -0.594
H 0.151 -1.106 -0.448
H 0.422 0.323 -1.004
S -1.774 1.811 1.038
Si -2.146 0.012 -0.451
N -0.379 -0.254 -0.649
*
```

Mulliken atomic charge list, values in e, 8 entries:
1 C 0.7041
2 O -0.3739
3 H 0.0599
4 H -0.1721
5 O -0.3590
6 H 0.1366
7 H 0.1595
8 S -0.4830

---

No. 3
The following is a DFT calculation (ωB97M-V with the def2-TZVPD basis set) of an isolated molecule of C4H3ClFN at a distorted geometry.

Results
* SMILES: N#C/C=C/[C@@H](F)Cl
* HOMO level: -10.48 eV
* energy above the lowest of the compared OMol25 structures with the same formula, charge and spin: 37.9 kcal per mole
* Kohn-Sham gap: 9.926 eV
* LUMO level: -0.020 hartree

The geometry in ORCA input format:
```
! RIJCOSX wB97M-V def2-TZVPD def2/J DEFGRID3
* xyz 0 1
Cl 1.113 -1.712 -1.353
C -0.946 1.021 0.757
H 1.421 -0.899 0.792
C -1.073 2.405 0.482
N -1.184 3.540 0.579
H 0.628 0.899 -0.975
H -1.430 0.484 1.666
C 0.543 -0.914 0.186
F -0.339 -1.572 1.014
C 0.109 0.485 -0.034
*
```

Mulliken atomic charge list, values in e, 8 entries:
1 Cl -0.1765
2 C -0.1871
3 H 0.2583
4 C 0.1397
5 N -0.3708
6 H 0.2923
7 H 0.3359
8 C 0.2361

---

No. 4
The following is a DFT calculation (ωB97M-V with the def2-TZVPD basis set) of a cluster of 3 separate species, C3H12N2O3 in total at a distorted geometry.

Results
* SMILES: NCCC(N)=O.O.O
* HOMO level: -9.40 eV
* energy above the lowest of the compared OMol25 structures with the same formula, charge and spin: 51.2 kcal per mole
* Kohn-Sham gap: 9.932 eV
* LUMO level: 0.019 hartree

The geometry in ORCA input format:
```
! RIJCOSX wB97M-V def2-TZVPD def2/J DEFGRID3
* xyz 0 1
N -0.792 1.771 0.960
H 1.841 -1.311 0.525
H -0.458 2.636 1.077
H 0.148 -0.223 0.944
O 3.374 0.628 -1.395
H -2.366 -2.684 -0.257
C 2.505 0.285 -0.570
H 2.760 -1.516 -0.869
H 2.055 1.484 1.323
H -0.167 0.573 -0.785
O -4.684 0.407 -0.206
N 2.326 -0.979 -0.263
H 1.539 2.289 0.033
H -2.944 -3.880 0.235
H -4.039 0.947 0.277
C 0.069 0.747 0.368
H -5.480 0.541 0.291
C 1.576 1.236 0.369
H -1.204 1.593 1.889
O -2.106 -3.486 0.281
*
```

Mulliken atomic charge list, values in e, 8 entries:
1 N -0.5219
2 H 0.1855
3 H 0.2044
4 H 0.2073
5 O -0.6503
6 H 0.3224
7 C 0.5531
8 H 0.1913

---

No. 5
The following is a DFT calculation (ωB97M-V with the def2-TZVPD basis set) of a cluster of 10 separate species, C35H55N4O29 in total at a distorted geometry.

Results
* HOMO level: -11.20 eV
* Kohn-Sham gap: 6.945 eV
* LUMO level: -0.156 hartree

The geometry in ORCA input format:
```
! RIJCOSX wB97M-V def2-TZVPD def2/J DEFGRID3
* xyz 1 1
H -6.133 -0.043 -0.364
N -3.919 -2.653 2.323
H -1.334 2.533 1.547
O -3.528 2.980 -0.835
H -4.720 0.637 6.608
C 2.112 1.707 -4.506
O -3.457 3.099 -3.057
H -1.589 -0.818 0.547
H -3.355 -3.060 1.586
C -1.443 8.109 0.907
C 2.528 -4.573 -3.631
O -2.741 8.176 0.300
H 3.255 1.535 -7.726
C 5.280 1.456 -8.525
C 1.926 -5.973 1.456
H 0.931 -2.041 3.421
H 3.783 -4.186 5.932
C -4.156 4.228 -1.182
C -4.481 4.026 -2.640
H -0.134 -0.640 -0.367
N -5.652 -1.534 1.221
H -3.529 -0.667 6.436
H 1.863 -3.861 0.944
H 4.468 0.975 -6.564
H -5.113 -1.393 4.765
C 4.337 2.072 0.657
C -5.529 -1.198 5.752
H -1.463 7.355 1.696
C 4.007 2.558 -0.737
C -0.528 -0.569 0.646
C 0.177 -1.381 3.000
H -2.197 1.367 0.569
O 2.624 2.908 -0.617
O 5.394 -1.916 -8.928
O 0.957 -3.695 -5.051
O 6.001 0.252 -8.805
H -5.457 3.562 -2.796
C -2.725 7.392 -0.798
O -5.730 -2.416 6.463
O 5.220 -6.059 2.279
O 1.357 3.641 1.089
O 1.581 -3.773 -2.909
H -0.262 1.505 -3.036
O 1.227 1.201 -5.399
O 5.057 -1.643 4.435
H 4.609 -4.412 4.378
H 0.495 -0.374 3.236
H -3.988 -3.151 3.197
H -0.750 -1.622 3.531
H -4.285 1.329 0.814
H 0.277 7.088 0.044
O 1.787 1.352 -3.241
C 0.108 -1.684 1.511
O 3.999 -0.385 -8.040
O 3.115 -6.700 1.789
H 0.409 -0.061 -2.556
O 3.210 -2.897 4.396
H 3.538 -4.401 -3.266
H 2.496 -4.892 -5.786
O -1.472 6.977 -1.086
H 4.900 1.866 -9.463
H 5.017 -2.175 6.429
C -0.563 7.710 -0.254
C 2.329 -4.107 -5.054
H 4.573 3.448 -1.017
H -3.448 5.028 -1.025
C -5.468 -2.176 7.782
H -3.018 1.745 3.007
H -1.168 9.067 1.340
C 2.477 -4.742 0.779
H -4.435 -0.764 -0.229
C -4.877 0.579 1.326
H -1.558 0.977 3.511
H 6.245 -3.013 5.464
C -2.289 0.993 2.707
H -4.430 4.947 -3.212
H 2.954 -3.249 -5.307
H 4.140 1.006 0.791
H 1.126 -1.820 1.149
O -2.319 1.477 -1.970
O 3.298 -0.996 3.188
H 4.148 1.796 -1.499
O -3.689 7.092 -1.433
C 3.808 -1.770 3.934
N -0.326 0.771 1.200
H 2.276 -5.626 -3.495
C 5.155 -0.794 -8.623
C 0.387 0.273 -4.701
H 2.617 -4.880 -0.295
O -2.857 -0.300 2.493
H 0.789 -0.732 -4.838
O -4.904 -0.948 7.941
C -3.035 2.434 -1.967
H -5.772 0.994 1.785
H -1.094 -3.116 2.131
O -0.543 -2.951 1.359
O 3.416 2.814 1.466
C 0.483 0.750 -3.276
C 4.138 -5.810 1.858
C -4.585 -1.531 2.014
H 1.280 -6.560 0.809
C -1.576 1.475 1.466
H 1.388 -5.736 2.376
O 3.056 2.368 -4.802
C -5.341 -0.413 0.266
H 0.215 1.292 0.525
H -5.737 -2.464 0.817
C -4.576 -0.441 6.650
N -4.266 -0.258 2.399
H -5.036 4.406 -0.567
C 0.613 -3.392 -3.779
O -5.700 -2.932 8.660
C 2.374 3.168 0.686
H 5.925 2.193 -8.053
C 4.177 0.971 -7.615
O 3.759 -4.593 1.392
C 4.208 -3.672 5.073
H -6.489 -0.691 5.638
O -0.404 -2.858 -3.468
H 5.362 2.280 0.949
C 5.228 -2.630 5.460
H -0.190 8.569 -0.813
H -0.628 0.302 -5.087
*
```

Mulliken atomic charge list, values in e, 8 entries:
1 H 0.4479
2 N -0.1771
3 H 0.4827
4 O -0.3228
5 H 0.3335
6 C 0.5953
7 O -0.3863
8 H -0.3348

---

> What is the LUMO level in the first record?

-0.042 hartree

---

> Which of these has the highest Kohn-Sham gap?

C3H12N2O3